# C5H14N2S

A 2-piece molecular cluster, C5H14N2S overall (ωB97M-V/def2-TZVPD, the OMol25 dataset).

```
22
Properties=species:S:1:pos:R:3:mulliken_charge:R:1
C 2.444 -0.388 0.674 -0.316
N 1.996 0.316 -0.263 -0.313
C 2.342 -0.088 -1.630 -0.340
C 1.089 -0.187 -2.485 -0.990
H 3.062 -1.278 0.526 0.260
H 2.200 -0.109 1.698 0.260
H 2.999 0.684 -2.034 0.253
H 2.871 -1.049 -1.615 0.358
H 1.366 -0.381 -3.522 0.363
H 0.463 -1.013 -2.151 0.270
H 0.499 0.723 -2.445 0.210
N -1.575 -0.389 2.766 -0.624
C -1.412 0.497 1.612 -0.264
C -2.389 0.090 0.529 -0.467
S -2.133 1.154 -0.911 -0.275
H -0.773 -0.336 3.381 0.231
H -2.374 -0.084 3.310 0.229
H -0.394 0.407 1.227 0.071
H -1.536 1.557 1.865 0.280
H -2.227 -0.953 0.260 0.312
H -3.414 0.163 0.899 0.375
H -3.104 0.663 -1.691 0.118
```

Its highest occupied orbital energy is -0.32456 hartree. Its orbital gap is 0.360 hartree. Its spin multiplicity is 1. The value obtained for the energy above the lowest of the compared OMol25 structures with the same formula, charge and spin is 17.7 kcal per mole.

# C5H14N3

An isolated ion of composition C5H14N3 and charge +1 (ωB97M-V/def2-TZVPD, the OMol25 dataset).

```
22
Properties=species:S:1:pos:R:3:mulliken_charge:R:1
C 1.655 1.383 1.632 -1.290
C 0.301 1.137 0.788 0.178
N -0.186 2.576 0.285 -0.313
C 0.556 0.198 -0.449 -0.776
C -0.599 -0.722 -0.470 -0.411
N -0.706 -1.327 -1.783 -0.544
C -0.993 -2.640 -1.842 0.048
N -1.074 -3.397 -0.655 -0.341
H 2.492 1.082 1.032 0.374
H 1.701 0.716 2.460 0.346
H 1.876 2.442 1.919 0.382
H -0.580 0.914 1.442 0.420
H -1.079 2.898 0.629 0.342
H 0.484 3.259 0.491 0.305
H -0.158 2.670 -0.721 0.350
H 0.478 0.798 -1.302 0.337
H 1.506 -0.285 -0.344 0.375
H -1.523 -0.154 -0.380 0.201
H -0.534 -1.398 0.392 0.184
H -1.174 -3.121 -2.802 0.372
H -1.085 -2.717 0.248 0.265
H -1.358 -4.314 -0.570 0.196
```

Its highest occupied orbital energy is -0.43648 hartree. Its orbital gap is 0.311 hartree. Its spin multiplicity is 1. The value obtained for the energy above the lowest of the compared OMol25 structures with the same formula, charge and spin is 70.4 kcal per mole. The net charge is +1.

# C5H14N3O2

A 2-piece molecular cluster, C5H14N3O2 overall (ωB97M-V/def2-TZVPD, the OMol25 dataset).

```
24
Properties=species:S:1:pos:R:3:mulliken_charge:R:1
C -2.119 -0.201 -2.141 -1.405
C -2.363 -2.382 -0.794 -1.464
C -2.361 -0.138 0.905 -0.321
C 4.776 1.721 1.260 -0.516
C -1.534 -1.087 -1.065 0.458
N 2.319 1.773 1.328 0.279
N -1.397 -0.329 0.117 0.164
N 1.173 1.319 0.967 -0.206
O 1.104 0.078 0.683 -0.528
O 3.497 1.025 1.293 -0.205
H -2.035 -0.761 -3.046 0.401
H -3.002 0.272 -1.782 0.372
H -1.433 0.599 -2.333 0.423
H -3.394 -2.227 -0.974 0.413
H -2.286 -2.859 0.281 0.385
H -2.093 -3.185 -1.545 0.355
H -3.255 -0.655 0.849 0.408
H -2.183 0.539 1.877 0.247
H -0.366 -0.176 0.277 0.290
H 5.066 1.599 0.222 0.235
H 5.291 1.042 2.009 0.221
H 4.594 2.747 1.683 0.339
H -0.517 -1.529 -1.380 0.339
H 2.518 2.817 1.310 0.318
```

Its highest occupied orbital energy is -0.49401 hartree. Its orbital gap is 0.350 hartree. Its spin multiplicity is 1. The value obtained for the energy above the lowest of the compared OMol25 structures with the same formula, charge and spin is 156.7 kcal per mole. The net charge is +1.

# C5H14N3O3

A 2-piece molecular cluster, C5H14N3O3 overall (ωB97M-V/def2-TZVPD, the OMol25 dataset).

```
25
Properties=species:S:1:pos:R:3:mulliken_charge:R:1
C 1.393 -1.067 -1.178 -0.558
C 2.760 0.678 -0.158 -0.590
C 1.488 -0.778 1.350 -1.050
C -3.836 0.524 -0.461 -0.238
C -2.421 0.160 -0.065 0.560
N 1.869 0.262 -1.185 -0.243
N 0.520 -1.093 0.056 0.163
N 2.071 0.574 1.190 -0.015
O -4.808 -0.283 0.288 -0.592
O -2.395 -0.838 0.788 -0.473
O -1.372 0.678 -0.426 -0.702
H 0.929 -1.355 -2.060 0.393
H 2.120 -1.754 -1.072 0.411
H 3.656 0.017 -0.159 0.325
H 3.033 1.723 -0.462 0.392
H 2.407 -1.375 1.202 0.400
H -4.100 0.438 -1.523 0.331
H -4.055 1.547 -0.170 0.295
H 1.199 0.982 -1.425 0.293
H -0.342 -0.510 -0.092 0.104
H 2.573 0.668 2.093 0.373
H 1.235 1.210 1.036 0.335
H -5.717 -0.169 -0.016 0.323
H -3.261 -1.219 0.968 0.365
H 0.110 -1.994 0.362 0.396
```

Its highest occupied orbital energy is -0.41127 hartree. Its orbital gap is 0.320 hartree. Its spin multiplicity is 1. The value obtained for the energy above the lowest of the compared OMol25 structures with the same formula, charge and spin is 73.2 kcal per mole. The net charge is +1.

# C5H14N3S

An isolated ion of composition C5H14N3S and charge +1 (ωB97M-V/def2-TZVPD, the OMol25 dataset).

```
23
Properties=species:S:1:pos:R:3:mulliken_charge:R:1
C -0.613 -1.611 -1.166 -0.697
C 0.189 1.008 0.475 -0.164
C -1.129 0.256 0.442 0.177
C 1.581 -0.542 -0.015 -0.492
C -2.216 1.203 0.665 -1.538
N -1.335 -0.494 -0.836 -0.248
N 0.627 1.356 1.702 -0.312
N 0.869 -1.242 -1.249 -0.311
S 3.306 -0.216 -0.602 -0.218
H -0.708 -2.377 -0.469 0.380
H -0.736 -1.850 -2.307 0.394
H 0.449 1.644 -0.385 0.372
H -1.132 -0.380 1.326 0.438
H 1.845 -1.298 0.712 0.318
H -3.077 0.710 0.898 0.424
H -2.386 1.891 -0.227 0.397
H -1.896 2.035 1.338 0.342
H -1.531 0.202 -1.477 0.310
H 0.383 0.648 2.384 0.222
H 1.061 2.184 1.979 0.207
H 1.320 -2.171 -1.492 0.388
H 1.038 -0.660 -2.154 0.433
H 4.089 -0.295 0.459 0.179
```

Its highest occupied orbital energy is -0.43722 hartree. Its orbital gap is 0.326 hartree. Its spin multiplicity is 1. The value obtained for the energy above the lowest of the compared OMol25 structures with the same formula, charge and spin is 64.0 kcal per mole. The net charge is +1.

# C5H14N4O

A 2-piece molecular cluster, C5H14N4O overall (ωB97M-V/def2-TZVPD, the OMol25 dataset).

```
24
Properties=species:S:1:pos:R:3:mulliken_charge:R:1
C -0.760 -0.522 0.874 -0.012
C -0.804 1.410 -1.104 0.449
C 2.213 -1.398 0.867 -1.315
C 1.736 -0.307 -0.182 -0.667
C 0.193 -0.426 -0.267 0.648
N -0.418 0.144 1.950 -0.307
N -2.042 1.324 -1.456 -0.308
N -1.913 -1.120 0.822 -0.302
N -0.086 2.483 -1.194 -0.306
O -0.157 -1.332 -1.166 -0.493
H 1.457 -1.780 1.475 0.416
H 2.674 -2.236 0.372 0.362
H 2.967 -1.030 1.500 0.404
H 2.028 -0.478 -1.178 0.569
H 2.106 0.677 0.100 0.343
H 0.537 0.558 2.113 0.279
H -0.949 -0.009 2.789 0.237
H -2.545 0.374 -1.545 0.271
H -2.541 2.156 -1.614 0.236
H -1.986 -1.800 0.007 0.333
H -2.595 -1.105 1.564 0.233
H 0.902 2.508 -0.878 0.222
H -0.311 3.201 -1.854 0.286
H 0.294 -1.291 -1.993 0.424
```

Its highest occupied orbital energy is -0.65525 hartree. Its orbital gap is 0.339 hartree. Its spin multiplicity is 1. The value obtained for the energy above the lowest of the compared OMol25 structures with the same formula, charge and spin is 13.8 kcal per mole. The net charge is +2.